[1]
DFT (ωB97M-V/def2-TZVPD) results for the molecule C9H12O2 at a distorted geometry.

The geometry in XYZ format:
```
23
Properties=species:S:1:pos:R:3:forces:R:3
C -3.440 -0.367 0.771 -0.487 -1.200 0.450
C -2.569 -0.387 -0.601 -1.040 -1.528 1.722
C -1.179 0.190 -0.390 -0.773 -3.907 -0.147
C -0.867 1.470 -0.185 0.248 1.472 -0.266
C 0.414 1.833 0.058 1.535 1.255 0.519
C 1.464 0.939 0.059 3.281 1.172 0.675
C 1.201 -0.412 0.014 -2.282 -0.755 0.247
C 3.433 -1.028 -0.042 -1.831 -2.670 -3.052
C -0.170 -0.781 -0.220 1.378 0.116 -0.426
H -4.177 0.523 0.905 1.798 -1.326 -0.091
H -2.756 -0.604 1.638 -0.517 1.253 -0.707
H -4.089 -1.305 0.912 0.533 1.269 -1.010
H -2.407 -1.507 -0.822 -0.534 1.820 -0.070
H -3.214 0.085 -1.346 0.538 -0.069 -0.248
H -1.489 2.310 -0.325 -1.382 0.409 0.139
H 0.494 2.875 0.353 0.922 -0.049 -0.423
H 3.452 0.902 -0.309 -0.150 0.373 -0.446
H 3.851 -0.353 0.554 1.867 1.882 3.048
H 3.482 -0.645 -1.065 -0.342 0.054 -0.299
H 3.950 -1.926 -0.134 1.133 -1.602 0.389
H -0.388 -1.851 -0.399 0.167 0.736 0.385
O 2.898 1.429 0.257 -3.905 0.533 0.251
O 2.107 -1.391 0.319 -0.155 0.760 -0.639
```
Forces are in eV/Å.

Properties
orbital gap: 9.528 eV
energy: -13619.849 eV
HOMO energy: -8.7 eV
SMILES string: CCc1ccc(O)c(OC)c1
ΔE to the lowest compared entry with this formula, charge and spin: 265.6 kJ/mol

[2]
DFT (ωB97M-V/def2-TZVPD) results for the molecule C9H12O3 at a distorted geometry.

The geometry in XYZ format:
```
24
Properties=species:S:1:pos:R:3:forces:R:3
C 0.030 0.396 -0.496 0.656 -1.550 -0.842
C 1.129 -1.843 -1.178 -0.945 -0.146 1.065
C 0.892 -0.025 -2.705 0.701 1.603 -0.824
C -0.635 1.212 0.283 0.981 0.281 0.910
C 0.481 -0.976 -0.113 0.696 -0.363 0.647
C -0.729 0.812 1.712 -0.978 0.215 -0.924
C -1.223 2.448 -0.168 -1.054 2.660 -2.679
C -0.726 -1.793 0.333 -1.880 -1.627 0.718
C 1.795 -0.996 0.818 -1.514 -1.992 -1.652
O 1.280 0.323 -3.780 -0.925 0.457 0.472
O 0.144 0.651 -1.869 -0.698 1.380 -0.445
O 1.316 -1.216 -2.284 1.430 -2.125 -1.210
H 0.112 0.330 2.058 2.037 -0.882 0.761
H -1.483 0.097 1.799 -1.426 -1.299 0.080
H -1.031 1.502 2.434 -0.165 1.953 0.716
H -2.327 2.401 -0.085 0.328 -0.045 0.041
H -1.027 2.595 -1.334 -0.299 -0.010 2.617
H -0.953 3.390 0.411 0.055 -1.282 -0.718
H -0.525 -2.886 0.108 -0.293 1.164 0.101
H -1.668 -1.465 -0.272 1.625 -0.651 1.066
H -1.014 -1.801 1.445 0.632 0.321 -1.647
H 1.565 -1.682 1.635 0.492 0.095 0.017
H 2.037 -0.029 1.123 0.529 1.440 0.531
H 2.558 -1.446 0.126 0.016 0.401 1.199
```
Forces are in eV/Å.

Properties
orbital gap: 9.425 eV
energy: -15665.481 eV
HOMO energy: -9.1 eV
ΔE to the lowest compared entry with this formula, charge and spin: 442.8 kJ/mol

[3]
DFT (ωB97M-V/def2-TZVPD) results for the ion C9H12S2Si with charge -2 at a distorted geometry.

The geometry in XYZ format:
```
24
Properties=species:S:1:pos:R:3:forces:R:3
C -1.896 -2.561 -0.003 -0.677 3.434 0.302
C -0.639 -1.875 0.011 -0.532 -1.512 -1.078
C -3.097 -1.774 0.075 2.629 -2.178 0.815
C -0.623 -0.504 -0.020 -1.767 3.240 -0.162
C -3.153 -0.382 0.093 1.033 0.428 -1.047
C -1.956 0.405 -0.069 2.952 -4.883 1.216
C 2.671 -0.507 -0.197 -0.512 0.745 -1.523
C 1.472 1.559 1.608 0.896 -0.133 0.486
C 1.150 1.820 -1.408 0.679 1.429 -0.727
Si 0.919 0.628 -0.054 0.763 -0.672 2.113
S -4.735 0.212 0.034 -1.956 1.470 0.230
S -1.651 2.053 -0.020 -0.245 1.200 0.032
H -2.018 -3.590 -0.128 0.196 -1.641 0.081
H 0.300 -2.462 -0.164 -0.749 0.563 0.468
H -4.007 -2.329 0.330 0.091 0.343 -0.614
H 3.268 -0.236 -1.154 -0.773 -0.254 1.529
H 3.337 -0.526 0.671 -0.048 0.571 -0.028
H 2.427 -1.548 -0.316 -0.332 -0.730 -0.292
H 2.562 1.231 1.979 -2.433 0.588 -0.656
H 1.475 2.672 1.509 0.123 -0.713 -0.304
H 0.700 1.410 2.392 0.595 -0.272 -0.205
H 2.235 1.802 -1.630 -0.507 0.288 -0.485
H 0.508 1.666 -2.241 -0.136 -1.249 -1.269
H 0.752 2.839 -1.298 0.709 -0.060 1.120
```
Forces are in eV/Å.

Properties
orbital gap: 4.642 eV
energy: -39074.269 eV
HOMO energy: 1.1 eV
SMILES string: C[Si](C)(C)c1cccc([S-])c1[S-]
ΔE to the lowest compared entry with this formula, charge and spin: 0.0 kJ/mol
charge: -2

[4]
DFT (ωB97M-V/def2-TZVPD) results for the molecule C9H12Si at a distorted geometry.

The geometry in XYZ format:
```
22
Properties=species:S:1:pos:R:3:forces:R:3
C -1.962 0.773 -0.499 -0.159 1.403 0.205
C -1.412 1.900 -0.885 -0.541 -1.077 0.303
C -3.253 0.161 -0.156 1.563 -0.400 0.562
C -2.919 -1.030 0.441 -2.370 0.672 -1.623
C -1.537 -1.208 0.445 2.060 -1.124 0.235
C -0.867 -0.166 -0.051 1.571 1.515 -1.011
C 1.808 -1.511 0.313 -0.488 1.403 -1.787
C 1.197 1.459 1.336 2.048 -1.512 0.585
C 1.670 0.791 -1.731 -1.301 -1.719 -2.661
Si 1.030 0.207 -0.083 -0.550 -1.076 0.172
H -4.172 0.682 -0.282 -0.582 -0.134 -0.158
H -3.618 -1.828 0.557 -0.486 -0.238 0.779
H -0.975 -2.095 0.695 -0.304 -0.230 0.440
H 1.569 -1.923 1.217 -1.600 -1.099 2.419
H 1.711 -2.268 -0.457 -0.687 0.020 -0.354
H 2.836 -1.535 0.455 2.437 0.839 -0.113
H 0.519 0.962 2.024 0.161 -0.133 0.709
H 2.257 1.518 1.788 -1.586 -0.333 -0.601
H 0.839 2.453 1.316 -0.456 1.109 -0.810
H 2.079 0.000 -2.477 -0.027 0.928 1.836
H 0.817 1.091 -2.426 0.888 0.539 1.274
H 2.383 1.565 -1.540 0.409 0.648 -0.399
```
Forces are in eV/Å.

Properties
orbital gap: 8.475 eV
energy: -17400.430 eV
HOMO energy: -8.8 eV
ΔE to the lowest compared entry with this formula, charge and spin: 415.0 kJ/mol

[5]
DFT (ωB97M-V/def2-TZVPD) results for a structure of composition C9H13AgO9P2S2.

The geometry in XYZ format:
```
36
Properties=species:S:1:pos:R:3:forces:R:3
Ag -0.332 0.467 0.669 0.257 -0.280 -0.123
O -1.810 2.884 0.475 -0.047 0.049 0.159
P -2.903 1.830 -0.111 -0.186 0.080 -0.208
O -4.067 2.502 -0.724 -0.001 0.006 0.014
O -2.127 0.802 -0.887 0.160 -0.058 0.181
O -3.407 1.123 1.292 -0.078 0.111 -0.042
P -2.594 0.995 2.674 -0.210 -0.079 0.201
O -3.802 0.526 3.656 0.044 -0.033 0.048
O -2.130 2.339 3.119 -0.007 0.162 -0.005
O -1.611 -0.137 2.566 0.110 0.078 -0.147
H -1.951 3.026 1.442 0.053 -0.032 -0.097
H -4.017 -0.387 3.440 0.016 -0.022 0.024
C 1.560 3.616 1.306 -0.060 -0.059 0.069
S 2.288 3.570 2.960 0.109 0.049 -0.016
C 1.255 2.289 3.716 -0.037 0.048 0.003
H 0.542 3.997 1.335 -0.012 -0.016 -0.033
H 1.559 2.613 0.879 0.021 0.062 -0.062
H 2.178 4.265 0.687 0.013 0.010 0.014
H 0.659 1.814 2.940 -0.020 -0.091 0.048
H 0.566 2.714 4.442 -0.030 -0.006 -0.019
H 1.890 1.541 4.187 -0.012 -0.008 -0.008
O -0.124 -4.469 -4.888 -0.124 -0.148 0.152
C 1.032 -4.495 -4.159 0.424 0.373 -0.721
O 1.881 -5.295 -4.480 -0.164 -0.184 0.242
C 1.199 -3.440 -3.153 -0.086 0.067 0.344
C 0.142 -2.659 -2.658 0.095 -0.093 -0.036
C 0.350 -1.674 -1.720 -0.010 0.009 -0.060
C 1.641 -1.413 -1.219 -0.069 0.074 -0.093
S 1.952 -0.175 -0.059 0.024 0.120 0.239
C 2.700 -2.197 -1.724 -0.031 0.023 0.045
C 2.484 -3.184 -2.656 -0.124 -0.131 -0.059
H -0.639 -3.700 -4.619 -0.028 0.003 0.034
H -0.884 -2.825 -2.976 -0.013 -0.013 -0.017
H -0.485 -1.070 -1.374 0.021 -0.067 -0.051
H 3.699 -2.007 -1.352 0.007 0.005 -0.005
H 3.307 -3.783 -3.026 -0.004 -0.006 -0.015
```
Forces are in eV/Å.

Properties
orbital gap: 6.744 eV
energy: -72230.140 eV
HOMO energy: -2.2 eV
ΔE to the lowest compared entry with this formula, charge and spin: 49.8 kJ/mol
charge: -2

[6]
DFT (ωB97M-V/def2-TZVPD) results for the molecule C9H13BN2O4 at a distorted geometry.

The geometry in XYZ format:
```
29
Properties=species:S:1:pos:R:3:forces:R:3
O 1.737 2.467 -0.897 -0.505 0.555 -1.238
O -2.570 -3.812 -1.618 1.125 1.093 0.950
O -0.208 -4.450 -1.652 0.478 0.484 0.409
O 3.720 0.716 -0.159 0.260 0.901 -1.906
B -1.227 -3.582 -1.260 -0.305 -1.069 -0.449
C 1.629 1.989 0.197 3.109 -1.973 1.617
C -1.139 -1.810 0.786 -1.692 -1.963 0.846
C -0.437 -1.230 -1.420 -0.135 0.632 1.413
C -1.165 -0.507 1.200 0.560 0.347 0.676
C -0.425 0.077 -1.019 -0.223 0.200 0.278
C -0.853 -2.163 -0.513 -0.706 -3.003 -1.060
C -0.818 0.455 0.274 -0.135 -0.787 -1.523
N 2.753 1.221 0.672 -2.222 0.455 1.498
N 0.554 3.631 1.527 0.066 1.562 -0.345
C -0.809 1.867 0.595 -0.669 0.600 1.296
C 0.495 2.249 1.182 2.178 -0.516 1.312
H -2.813 -4.559 -2.158 0.342 -0.399 -0.145
H -0.043 -5.310 -2.088 -1.101 1.074 0.414
H 3.710 1.333 -0.934 -0.001 -0.547 0.685
H -1.598 -2.598 1.432 0.740 0.729 -0.331
H -0.180 -1.537 -2.381 0.416 -0.171 -1.639
H -1.388 -0.259 2.253 -0.087 0.005 -0.724
H -0.161 0.796 -1.757 0.188 0.847 -0.193
H 2.842 0.669 1.532 -0.852 0.706 -0.548
H 0.364 4.172 0.668 0.095 -0.075 0.741
H -0.170 3.829 2.211 0.060 0.206 -0.173
H -1.029 2.545 -0.210 -0.063 0.058 -0.680
H -1.513 2.098 1.393 -0.443 -0.073 -0.026
H 0.743 1.702 2.144 -0.480 0.124 -1.153
```
Forces are in eV/Å.

Properties
orbital gap: 9.032 eV
energy: -21391.005 eV
HOMO energy: -8.7 eV
SMILES string: N[C@@H](Cc1ccc(B(O)O)cc1)C(=O)NO

[7]
DFT (ωB97M-V/def2-TZVPD) results for a structure of composition C9H13Br3O4 at a distorted geometry.

The geometry in XYZ format:
```
29
Properties=species:S:1:pos:R:3:forces:R:3
O 10.994 -8.391 5.005 -0.876 -0.062 -0.185
C 12.161 -8.546 4.876 0.591 0.571 0.915
O 12.701 -9.645 4.285 -0.240 0.176 -0.247
C 14.103 -9.528 4.299 1.627 0.823 0.190
C 14.450 -8.579 5.468 -0.051 -0.097 -0.653
C 13.273 -7.592 5.396 -0.219 -2.268 -1.031
H 14.541 -9.021 3.425 -0.779 -0.255 -0.387
H 14.598 -10.496 4.348 -0.387 -0.168 0.222
H 15.385 -8.087 5.204 0.168 -0.136 0.551
H 14.504 -9.166 6.384 0.051 0.389 0.223
H 13.419 -6.951 4.524 0.089 0.657 0.459
H 12.963 -7.142 6.326 -0.019 0.424 -0.079
O 12.939 -5.467 2.676 0.222 -0.242 0.069
C 11.822 -5.051 2.610 0.182 -0.395 -0.390
O 10.754 -5.889 2.482 0.287 0.191 -0.630
C 9.539 -5.162 2.462 -0.519 2.030 1.204
C 9.926 -3.661 2.253 -0.254 -0.807 0.042
C 11.394 -3.616 2.697 -1.479 0.072 -0.478
H 9.079 -5.294 3.446 -0.220 -0.219 -0.246
H 8.831 -5.335 1.656 0.320 -1.241 -0.009
H 9.278 -2.949 2.762 -0.022 -0.202 0.214
H 9.746 -3.512 1.187 0.672 0.462 -0.038
H 11.469 -3.373 3.757 0.170 0.417 -0.102
H 11.921 -2.935 2.039 0.688 -0.128 0.372
C 4.675 -4.688 -0.603 0.866 -0.084 -0.716
Br 6.033 -4.715 0.818 -0.812 -0.049 -0.492
Br 4.267 -6.467 -1.281 0.161 0.487 0.337
Br 5.322 -3.545 -2.078 -0.335 -0.409 0.605
H 3.746 -4.259 -0.260 0.118 0.064 0.279
```
Forces are in eV/Å.

Properties
orbital gap: 9.434 eV
energy: -227860.691 eV
HOMO energy: -9.8 eV
ΔE to the lowest compared entry with this formula, charge and spin: 66.6 kJ/mol

[8]
DFT (ωB97M-V/def2-TZVPD) results for a cluster of 2 separate species, C9H13BrN2O2 in total at a distorted geometry.

The geometry in XYZ format:
```
27
Properties=species:S:1:pos:R:3:forces:R:3
C -1.173 -0.868 0.203 -0.406 0.045 0.041
C 0.786 -0.296 2.406 -1.649 -0.033 2.373
C -2.418 1.315 0.007 -0.239 0.120 -0.669
C 0.162 -0.751 0.140 0.307 -1.302 -2.072
C -1.947 -2.117 0.488 2.413 -1.282 1.686
C 0.662 1.783 0.088 -0.325 -0.932 1.361
C 0.164 0.427 -2.044 -4.899 -0.244 -0.263
C 2.361 0.217 -0.994 -0.133 -1.729 1.053
C 0.786 0.416 -0.669 2.399 0.457 -0.170
N -1.972 0.227 -0.094 0.467 -1.103 0.521
N -0.276 -0.266 2.967 0.545 0.391 0.645
O 1.918 -0.209 2.214 1.776 0.092 -0.832
O -2.934 2.349 -0.109 -0.264 0.870 0.414
Br 1.143 -2.574 0.253 -0.865 1.953 -0.225
H -2.967 -2.000 0.819 -0.320 0.208 -0.538
H -1.392 -2.625 1.354 -0.833 0.564 -0.969
H -1.725 -2.818 -0.330 -0.821 0.135 0.091
H 0.850 1.611 1.186 -0.661 0.509 -1.184
H -0.174 2.458 -0.116 -0.710 -0.876 0.251
H 1.413 2.461 -0.174 1.853 0.592 -0.724
H -0.849 1.058 -2.057 2.139 -1.196 0.011
H 0.751 0.871 -2.789 1.104 0.496 -0.968
H -0.220 -0.603 -2.392 1.050 1.398 0.490
H 2.878 1.039 -1.493 -0.758 0.509 0.177
H 2.484 -0.633 -1.759 -0.139 0.815 1.595
H 2.915 0.051 -0.005 -0.632 -0.178 -1.589
H -1.224 -0.522 2.896 -0.399 -0.279 -0.507
```
Forces are in eV/Å.

Properties
orbital gap: 9.039 eV
energy: -86659.014 eV
HOMO energy: -9.1 eV
SMILES string: C/C(N=C=O)=C(\Br)C(C)(C)C.N=C=O
ΔE to the lowest compared entry with this formula, charge and spin: 11.1 kJ/mol